No. 1
17
Properties=species:S:1:pos:R:3:forces:R:3 method="wB97M-V/def2-TZVPD" charge=0 smiles=C1CN[C@@H]2C[C@@H]2N1 max_force_ha_per_bohr=0.1731
C 0.88889 1.18756 -0.05457 0.146 3.019 -0.888
C 1.36338 -0.21304 -0.41689 2.664 -0.422 -2.001
C -0.85579 -1.12211 -0.11580 -3.180 -3.420 -4.672
C -0.71991 -0.67751 1.15718 0.319 0.341 8.887
C -1.28556 0.33708 0.32848 -1.641 -0.981 -1.422
H 1.11347 2.16497 -0.72254 1.168 -2.622 1.164
H 1.24971 1.37120 0.93662 0.234 0.595 0.687
H 2.03747 -0.04473 -1.31648 -0.498 -0.539 1.004
H 2.03729 -0.75094 0.32972 -0.863 1.219 -0.493
H 0.24351 -0.96938 -1.89958 -0.506 -0.411 1.579
H -1.54877 -2.10178 -0.25945 1.348 2.688 -0.274
H 0.32654 -0.73205 1.47259 -0.547 0.721 0.668
H -1.48943 -0.80108 2.05018 1.958 -0.959 -1.889
H -2.37647 0.35202 0.44808 0.553 1.005 -0.064
H -0.81971 1.71239 -0.97102 -0.533 0.788 -2.271
N 0.35868 -1.15324 -0.87118 0.240 0.017 -1.910
N -0.52331 1.44064 -0.09534 -0.862 -1.040 1.894

No. 2
105
Properties=species:S:1:pos:R:3:forces:R:3 method="wB97M-V/def2-TZVPD" charge=-2 max_force_ha_per_bohr=0.0603
Tl -13.85293 -17.96895 -8.58526 0.048 -0.900 0.375
O -14.86865 -13.60413 -12.39692 -0.391 0.067 0.697
C -14.99480 -12.98961 -11.19192 0.335 -0.026 0.321
C -15.24847 -11.61648 -11.07848 -0.076 -0.596 -1.237
C -15.31331 -10.97487 -9.86947 0.100 1.752 -0.027
C -15.06228 -11.65970 -8.70699 0.322 0.407 1.337
C -14.77363 -13.01410 -8.79159 0.284 -0.191 1.496
C -14.77058 -13.68994 -9.99266 0.165 -0.847 -0.481
C -14.41159 -15.18121 -9.93327 -0.645 2.948 -0.706
O -14.12237 -15.58998 -8.81373 0.672 -1.178 1.956
N -14.41314 -15.79152 -11.07478 -0.651 -0.411 -0.859
N -14.07999 -17.12955 -10.96805 0.884 -0.316 -0.728
C -13.82523 -17.64488 -12.12380 -0.179 -0.305 0.879
C -13.16937 -18.87908 -12.44922 0.377 -1.210 1.091
C -13.01337 -19.15811 -13.80465 1.044 -0.974 0.664
C -12.20912 -20.19430 -14.25220 -0.885 1.029 -2.615
C -11.52896 -20.96434 -13.38383 1.311 -0.993 1.009
C -11.70500 -20.81483 -12.03073 0.176 -0.375 1.305
C -12.55306 -19.80532 -11.45197 -0.361 0.524 -0.859
O -12.71161 -19.72058 -10.19184 0.020 0.230 -0.520
H -14.74002 -14.58962 -12.14735 0.141 0.376 -0.260
H -15.35073 -11.05981 -11.99066 -0.139 0.212 -0.357
H -15.44579 -9.85741 -9.85588 -0.014 -1.248 0.005
H -14.98937 -11.09350 -7.74651 -0.175 -0.753 -0.802
H -14.46796 -13.58857 -7.88290 -0.465 0.519 -0.907
H -14.11117 -17.04812 -12.96581 0.013 0.521 -0.700
H -13.38133 -18.50480 -14.53335 -0.876 1.049 -0.875
H -12.02693 -20.39720 -15.33119 -0.373 0.551 0.737
H -10.76492 -21.59084 -13.85508 -0.276 -0.394 0.685
H -11.22689 -21.48060 -11.28563 -0.108 0.460 -0.587
C -16.53452 -20.48895 -5.54809 1.447 1.728 0.280
Si -15.10160 -21.38532 -4.74525 0.262 0.953 0.678
C -15.33085 -21.52416 -2.86767 0.008 0.216 -0.491
C -15.28512 -23.03853 -5.52611 0.304 -2.000 1.477
C -13.35756 -20.82470 -5.04735 -0.012 -1.497 -0.386
C -12.47757 -21.78361 -5.60745 -0.324 2.212 0.980
C -11.12998 -21.50762 -5.58667 0.919 -0.189 0.024
C -10.74173 -20.32064 -5.00851 -0.205 0.289 -0.094
N -11.55080 -19.40481 -4.51446 0.851 0.717 0.557
C -12.85767 -19.63918 -4.45627 -0.947 -0.008 -0.099
S -13.93607 -18.52415 -3.65611 0.311 -0.168 -0.330
H -17.33954 -21.13542 -5.51969 -1.857 -1.589 -0.166
H -16.33212 -20.19983 -6.58651 -0.010 0.032 0.236
H -16.84529 -19.62282 -4.95996 0.288 0.217 -0.223
H -16.35544 -21.82437 -2.67920 -0.336 -0.070 0.296
H -15.12153 -20.53807 -2.43068 -0.141 -0.359 -0.084
H -14.65826 -22.26490 -2.43714 0.071 -0.095 0.000
H -16.34258 -23.23989 -5.59308 -0.493 -0.352 0.154
H -14.77295 -23.91191 -5.01470 -0.609 0.955 -0.339
H -14.93984 -23.06398 -6.51515 0.593 0.171 -1.636
H -12.82913 -22.68863 -6.00330 -0.536 -1.053 -0.528
H -10.34136 -22.15099 -5.96656 -0.306 -0.220 -0.048
H -9.70474 -20.05998 -4.93508 0.690 0.001 -0.142
C -9.51783 -15.28584 -10.33886 -0.009 -0.746 0.783
C -10.49005 -14.91718 -9.16909 0.348 -0.464 -0.554
As -10.91122 -16.27982 -7.75433 0.465 0.929 -0.501
C -11.85396 -15.09709 -6.50574 0.123 1.297 -0.777
C -11.91433 -13.65892 -6.51088 0.223 -2.553 -0.964
C -12.67883 -13.04164 -5.58622 -0.861 1.252 0.759
C -13.36287 -13.69196 -4.54212 1.718 -1.447 -1.101
C -13.20084 -15.08367 -4.51512 0.007 0.298 0.426
C -12.50907 -15.77920 -5.51978 -0.311 0.201 0.617
C -9.26902 -16.08657 -6.71788 -0.634 -2.107 0.763
C -8.33276 -15.10631 -6.83986 0.471 0.617 0.724
C -7.36500 -14.94847 -5.83495 -0.103 -0.791 -0.130
C -7.27534 -15.82517 -4.76533 -0.041 0.643 -0.051
C -8.25189 -16.80597 -4.66477 1.328 -1.123 1.632
C -9.17103 -17.01378 -5.63990 -0.702 0.614 -0.635
As -9.72470 -17.17301 -10.89483 -0.707 -0.570 -1.020
C -8.31973 -17.24795 -12.31929 -0.797 -0.159 1.494
C -8.35638 -16.24348 -13.24948 -0.224 -0.441 -0.710
C -7.52415 -16.33024 -14.35022 1.069 0.289 -0.591
C -6.63983 -17.39941 -14.48142 0.177 -0.970 -0.895
C -6.64643 -18.47556 -13.53917 0.467 1.555 -1.727
C -7.47512 -18.34806 -12.46274 -0.180 0.201 0.415
C -8.82449 -18.16165 -9.47614 -1.912 0.397 -1.060
C -7.65602 -17.66707 -9.00717 1.565 -0.108 0.745
C -7.01970 -18.31000 -7.92478 -0.943 0.571 -1.454
C -7.63391 -19.42801 -7.40910 0.053 -0.281 1.357
C -8.86805 -19.88190 -7.87190 -0.715 -0.295 -0.792
C -9.52674 -19.24922 -8.92581 1.487 0.115 -0.108
H -8.46478 -15.22196 -10.07370 0.065 0.501 0.196
H -9.69865 -14.69374 -11.23930 -0.041 0.095 0.248
H -11.48154 -14.77808 -9.60712 0.024 0.475 0.128
H -10.11518 -14.02409 -8.65198 -0.436 -0.050 -0.322
H -11.47469 -13.06051 -7.29538 0.188 -0.117 -0.065
H -12.74483 -11.97175 -5.72426 -0.184 0.314 0.390
H -13.77847 -13.10758 -3.75563 -0.618 0.087 0.441
H -13.49596 -15.72713 -3.69844 -0.560 0.186 0.160
H -12.47143 -16.87010 -5.44804 -0.068 0.262 0.039
H -8.38480 -14.41917 -7.66782 0.121 0.255 -0.063
H -6.67119 -14.15517 -5.86840 0.762 0.874 -0.338
H -6.47210 -15.71707 -4.01679 -0.611 -0.006 -0.364
H -8.22181 -17.48482 -3.78788 -0.096 0.368 -0.658
H -9.82781 -17.86903 -5.48082 -0.328 0.453 -0.413
H -9.16665 -15.53738 -13.22353 0.082 0.562 0.103
H -7.49396 -15.53083 -15.10541 -0.203 -0.439 0.296
H -6.05027 -17.47575 -15.44342 -0.496 0.080 1.363
H -6.00466 -19.33829 -13.70719 -0.159 0.138 0.174
H -7.48164 -19.10662 -11.71504 -0.106 -0.515 0.516
H -7.22254 -16.78633 -9.50938 -0.016 -0.485 0.511
H -6.13194 -17.84774 -7.56933 0.715 -0.110 0.633
H -7.23142 -19.90600 -6.50252 0.008 0.125 -0.559
H -9.34808 -20.75948 -7.45977 0.195 0.053 0.279
H -10.45523 -19.59810 -9.39586 0.147 0.151 0.511

No. 3
52
Properties=species:S:1:pos:R:3:forces:R:3 method="wB97M-V/def2-TZVPD" charge=-2 max_force_ha_per_bohr=0.0691
C 2.51766 -2.74801 -0.90927 -0.616 -0.120 -0.714
C 2.44323 -2.48389 -2.30890 -0.350 -0.265 0.455
C 1.07052 -2.56801 -2.70268 0.204 0.022 0.798
H 3.28107 -2.24520 -2.96349 -0.168 0.023 0.161
C 0.29856 -2.85896 -1.53477 0.917 -0.415 -0.090
C 1.19484 -3.00062 -0.43754 0.115 0.163 -0.950
H 0.91873 -3.25445 0.58170 -0.017 0.152 -0.123
H 3.41903 -2.75075 -0.30007 -0.085 0.045 -0.117
H 0.67838 -2.44171 -3.71239 0.091 -0.053 0.152
H -0.78167 -2.96229 -1.49265 0.200 0.085 0.038
Pb 0.64577 0.67260 -3.27992 -0.595 -2.175 2.748
Cl 2.96293 1.09859 -2.27287 0.687 0.466 0.708
C 1.14309 2.21711 -5.07854 0.308 -0.576 -1.648
C -0.07985 1.64624 -5.59980 0.961 -0.170 -1.158
C 0.20229 0.31081 -6.02519 0.238 1.114 -0.365
H -1.01227 2.18564 -5.75859 0.174 -0.238 0.310
C 1.58476 0.04316 -5.79291 -0.044 1.067 -0.181
C 2.17835 1.20716 -5.21670 -0.818 0.448 -1.555
H 3.23352 1.35169 -5.00706 -0.428 -0.147 0.219
H 1.30299 3.25314 -4.78917 -0.087 -0.341 0.134
H -0.48664 -0.34330 -6.55777 0.099 0.083 0.429
H 2.12853 -0.84210 -6.12121 -0.241 0.144 0.431
O -0.45516 2.07909 -1.40960 -0.548 -0.045 0.884
C -0.75878 1.26960 -0.50718 0.139 -1.283 0.107
N -1.23142 1.64571 0.75842 -0.192 1.198 -0.702
C -1.09010 0.55070 1.67550 0.398 0.280 0.364
C -1.01843 -0.61462 0.62737 -0.092 -1.443 -0.741
O -1.22581 -1.79944 0.92283 0.010 1.790 0.106
N -0.69950 -0.09766 -0.59038 -0.287 0.963 0.265
C 0.25921 0.61300 2.41894 -0.257 -0.062 0.212
C 0.87935 -0.57515 2.81518 0.351 0.036 0.147
C 2.10142 -0.54273 3.49634 -0.384 0.251 -0.047
C 2.67154 0.68467 3.84399 -0.140 0.039 -0.093
C 2.03689 1.87503 3.47346 -0.317 -0.121 -0.123
C 0.83428 1.84400 2.75326 0.352 -0.399 0.234
C -2.28260 0.40566 2.60968 0.308 0.106 0.096
C -2.12459 0.20857 3.98761 -0.415 -0.132 -0.190
C -3.24305 -0.05214 4.78788 0.080 0.128 -0.255
C -4.51987 -0.08318 4.22428 0.128 0.027 -0.121
C -4.67986 0.17410 2.85627 0.443 0.135 -0.025
C -3.56279 0.44135 2.05423 -0.519 -0.215 0.421
H -1.16694 2.62739 1.00467 0.169 -0.426 0.116
H 0.40035 -1.52983 2.58579 0.194 0.318 -0.112
H 2.58592 -1.48526 3.75433 -0.067 0.289 -0.027
H 3.60539 0.71392 4.40786 -0.190 0.019 -0.201
H 2.46219 2.84317 3.73930 0.010 -0.255 -0.037
H 0.34664 2.77892 2.46632 0.236 -0.308 0.075
H -1.12718 0.24857 4.42918 -0.331 -0.121 -0.150
H -3.09513 -0.23739 5.85193 -0.133 0.053 -0.198
H -5.38816 -0.30188 4.84801 0.200 0.045 -0.162
H -5.67066 0.15952 2.40194 0.184 0.021 0.153
H -3.68693 0.66945 0.99237 0.128 -0.200 0.326

No. 4
36
Properties=species:S:1:pos:R:3:forces:R:3 method="wB97M-V/def2-TZVPD" charge=+1 max_force_ha_per_bohr=0.0215
C -2.38010 -0.77169 1.42710 -0.065 -0.481 -0.025
C -0.98600 -0.27435 1.41533 -0.173 0.752 0.056
C -0.56542 1.03829 1.38170 -0.671 -0.440 0.200
C 0.83524 1.03706 1.38290 0.738 -0.431 0.118
C 1.25202 -0.27760 1.41574 0.149 0.878 -0.019
C 2.64364 -0.78218 1.42507 0.109 -0.466 -0.002
N 0.13169 -1.07363 1.43269 -0.068 -0.120 0.038
H -3.08974 0.05696 1.43005 0.125 -0.005 -0.040
H -2.57821 -1.38733 0.54780 -0.163 -0.032 0.020
H -2.56768 -1.38161 2.31261 -0.136 -0.102 0.026
H -1.21086 1.90110 1.35335 -0.125 -0.030 -0.111
H 1.48091 1.90040 1.36232 0.100 -0.071 -0.057
H 3.35730 0.04314 1.42716 -0.163 -0.058 -0.009
H 2.82819 -1.39414 2.30998 0.123 -0.040 -0.002
H 2.83912 -1.39849 0.54552 0.113 -0.022 0.009
H 0.13013 -2.09560 1.44726 0.015 0.748 -0.035
C -1.06787 3.40805 4.07560 0.036 -0.375 -0.638
C -1.78450 2.28943 4.74454 0.497 0.512 0.648
C -1.03658 1.55060 5.80111 -0.053 -0.679 -0.637
C -3.13894 2.05533 4.50099 -0.973 -0.414 -0.320
C -3.79897 0.87737 4.95655 0.412 0.266 -0.028
C -5.13958 0.68847 4.75599 -0.151 -0.257 0.133
C -5.89676 1.65629 4.11081 0.118 -0.014 0.080
C -5.28704 2.80877 3.63503 -0.167 0.266 -0.162
C -3.94276 3.00087 3.80045 0.460 -0.106 0.185
H -1.48614 3.62287 3.09153 0.011 0.069 0.184
H -1.11469 4.31688 4.67592 -0.020 0.041 0.234
H -0.01813 3.15833 3.92085 0.000 -0.027 0.206
H -1.49020 0.59323 6.05554 -0.011 0.196 0.086
H -0.01431 1.34760 5.48286 0.061 0.216 -0.003
H -0.99496 2.14554 6.71599 -0.032 0.235 -0.045
H -3.23025 0.09889 5.42862 0.067 -0.167 0.141
H -5.60699 -0.21492 5.11351 -0.057 -0.099 0.003
H -6.95912 1.51454 3.98529 -0.100 -0.025 -0.053
H -5.87462 3.56281 3.13667 -0.063 0.072 -0.062
H -3.49580 3.91094 3.44675 0.056 0.210 -0.119

No. 5
18
Properties=species:S:1:pos:R:3:forces:R:3 method="wB97M-V/def2-TZVPD" charge=0 max_force_ha_per_bohr=0.0096
C 1.60547 1.20535 -0.30532 -0.056 0.047 -0.031
C 0.83906 0.04043 -0.87213 -0.194 -0.058 -0.074
C -0.09453 -1.24618 1.62600 -0.046 -0.094 0.085
N -0.37300 0.00611 -1.24305 0.443 0.183 0.073
C -1.20388 1.18594 -1.09286 -0.087 0.182 -0.024
C -0.96196 -1.81318 0.51595 0.135 -0.267 -0.065
O -0.68865 -2.81109 -0.10363 -0.088 0.282 0.394
H 0.96194 1.87912 0.27243 0.136 -0.103 -0.142
H 2.42843 0.86180 0.33241 -0.178 0.062 -0.175
H 2.03543 1.77455 -1.14061 -0.015 -0.002 0.203
H 1.38347 -0.90679 -0.95525 -0.034 0.156 -0.116
H -0.40646 -1.77119 2.53773 0.106 0.117 -0.013
H 0.97333 -1.44451 1.46164 -0.377 -0.040 0.009
H -0.26315 -0.17217 1.78396 -0.002 -0.279 -0.102
H -1.26108 1.52795 -0.04724 0.049 -0.061 -0.174
H -0.83388 2.02188 -1.69840 -0.067 -0.045 0.065
H -2.21786 0.94117 -1.42192 0.164 0.100 0.039
H -1.92268 -1.27919 0.35028 0.111 -0.179 0.047

Energy above the lowest of the compared OMol25 structures with the same formula, charge and spin per entry: 87.7; 26.4; 5.5; 1.6; 47.8 kcal per mole
HOMO energy per entry: -7.38; -1.96; 0.29; -10.18; -9.46 eV
LUMO energy per entry: 0.0350; 0.1471; 0.1651; -0.2136; 0.0321 hartree